The following is a quantum chemistry calculation of a structure of composition C25H19CoN6O2, from the Open Molecules 2025 dataset.

```
53
Properties=species:S:1:pos:R:3:forces:R:3:nbo_charge:R:1
Co -0.09121 -0.21470 0.58249 0.06 0.24 -0.50 1.195
C 4.12111 -0.55129 1.25674 -0.01 -0.02 -0.02 -0.083
O 3.36067 -0.57224 2.51571 -0.03 -0.01 0.16 -0.428
C 2.10005 -0.53927 2.16708 -0.01 -0.02 -0.28 0.591
N 1.81041 -0.40949 0.92163 -0.11 0.04 0.30 -0.512
C 3.05830 -0.25777 0.16791 0.03 0.07 -0.01 -0.098
C 3.14830 -1.15668 -1.04177 -0.01 0.02 0.01 -0.076
C 2.14969 -2.06314 -1.36928 0.01 -0.06 0.03 -0.164
C 2.27018 -2.86485 -2.49724 -0.01 0.00 0.00 -0.211
C 3.39440 -2.76903 -3.29993 0.01 0.00 -0.01 -0.195
C 4.39990 -1.86857 -2.97324 0.01 -0.01 0.00 -0.182
C 4.27574 -1.06421 -1.85301 -0.03 0.05 -0.01 -0.201
C 0.97513 -0.60673 3.12554 -0.10 -0.01 0.10 0.138
C 0.96352 -0.63481 4.50751 0.03 0.00 -0.03 -0.165
C -0.27784 -0.61385 5.13999 0.02 0.00 0.03 -0.124
C -1.45994 -0.54936 4.40920 -0.04 0.01 -0.05 -0.168
C -1.35512 -0.52897 3.02909 0.11 -0.04 0.12 0.150
N -0.16656 -0.57626 2.44273 0.03 -0.12 0.09 -0.416
C -2.40208 -0.42523 1.99083 -0.12 -0.03 -0.23 0.585
N -2.06818 -0.43327 0.74845 0.05 0.27 0.37 -0.526
C -3.32961 -0.39481 -0.03781 -0.03 0.01 -0.08 -0.117
C -4.36520 -0.04266 1.04614 -0.04 -0.03 -0.06 -0.085
O -3.66953 -0.31060 2.30638 0.05 -0.09 0.14 -0.432
C -3.29226 0.52287 -1.23900 -0.03 -0.05 0.02 0.022
C -2.18092 0.53267 -2.07411 -0.03 -0.04 -0.03 -0.218
C -2.15233 1.33697 -3.20003 0.03 -0.02 0.00 -0.178
C -3.24739 2.12704 -3.51778 -0.02 0.02 0.00 -0.191
C -4.37243 2.09710 -2.71030 -0.01 0.01 -0.02 -0.190
C -4.39645 1.29617 -1.57711 0.03 0.04 0.05 -0.238
H 4.57053 -1.53578 1.14327 0.01 0.02 -0.01 0.217
H 4.88431 0.21312 1.35735 0.00 -0.01 -0.01 0.227
H 3.10585 0.78666 -0.15373 0.05 -0.02 -0.02 0.242
H 1.27516 -2.17656 -0.73743 0.00 0.02 0.00 0.182
H 1.48482 -3.56723 -2.74292 0.00 0.00 0.00 0.223
H 3.48950 -3.39323 -4.17788 0.00 0.00 0.00 0.230
H 5.27948 -1.78737 -3.59736 0.00 0.00 0.00 0.230
H 5.05630 -0.34882 -1.61860 0.00 0.01 0.00 0.218
H 1.88510 -0.65783 5.07144 0.01 -0.01 -0.01 0.262
H -0.32246 -0.63234 6.22029 0.00 0.00 0.00 0.253
H -2.42411 -0.50690 4.89516 -0.01 0.00 -0.02 0.262
H -3.50893 -1.41666 -0.38833 0.08 -0.01 0.01 0.223
H -5.24954 -0.67089 1.03203 -0.03 0.05 -0.03 0.226
H -4.63741 1.01098 1.05525 0.03 0.00 0.01 0.216
H -1.32265 -0.09082 -1.85635 0.00 -0.01 0.01 0.196
H -1.27215 1.34763 -3.82879 0.00 0.00 0.00 0.226
H -3.22471 2.75926 -4.39483 0.00 0.00 0.00 0.230
H -5.23601 2.69926 -2.95807 0.00 0.00 0.00 0.227
H -5.29164 1.28495 -0.96766 -0.01 0.01 0.00 0.208
N 1.48784 5.49397 -1.57630 0.01 -0.03 0.02 -0.400
C 1.24797 4.67988 -0.79388 -0.01 0.13 -0.14 0.415
N 1.00638 3.79471 0.16192 -0.02 -0.08 0.15 -0.655
C 0.49438 2.66279 -0.02012 0.09 -0.05 -0.17 0.655
N 0.02163 1.58615 -0.09126 -0.07 -0.24 0.14 -0.797
```
Positions in Å, forces in eV/Å.

Molecular weight, g mol⁻¹: 494.400
Total charge: +1
Orbital gap (alpha / beta), eV: 6.3 / 6.2
2S+1: 2
LUMO energy (alpha / beta), eV: -4.61 / -4.71
Maximum force, eV Å⁻¹: 0.56
Highest occupied orbital energy (alpha / beta), eV: -10.883 / -10.859
DFT total energy, eV: -76889.422